Entry from OMol25: the molecule C3H3NS2 at a distorted geometry (ωB97M-V/def2-TZVPD).

SMILES string: CC1(C#N)SS1
LUMO: -0.6 eV
HOMO level: -9.06 eV

```
! wB97M-V def2-TZVPD RIJCOSX def2/J DEFGRID3
* xyz 0 1
C 0.399 0.284 -0.950
C -0.213 0.142 0.411
C -0.675 -1.243 0.702
N -0.730 -2.398 0.831
S 0.542 0.750 1.941
S -1.080 1.617 0.964
H 0.937 -0.680 -1.170
H 1.140 1.227 -0.976
H -0.319 0.301 -1.751
*
```

Atom charges from the natural (NBO) analysis, given in e for atoms 1 to 5: atom 1 (C): -0.628, atom 2 (C): -0.379, atom 3 (C): 0.247, atom 4 (N): -0.285, atom 5 (S): 0.169


Entry from OMol25: the molecule C3H3NS3 at a distorted geometry (ωB97M-V/def2-TZVPD).

SMILES string: Cc1nssc1=S
LUMO: -1.3 eV
HOMO level: -8.65 eV

```
! wB97M-V def2-TZVPD RIJCOSX def2/J DEFGRID3
* xyz 0 1
C -0.709 1.250 -0.066
C 0.338 0.120 0.097
N 1.600 0.410 -0.007
S 2.560 -0.931 0.078
S 0.981 -2.312 -0.062
C -0.231 -1.187 0.107
S -1.853 -1.587 0.057
H -1.368 0.734 -0.838
H -0.040 2.181 -0.319
H -1.279 1.322 0.952
*
```

Atom charges from the natural (NBO) analysis, given in e for atoms 1 to 5: atom 1 (C): -0.664, atom 2 (C): 0.169, atom 3 (N): -0.520, atom 4 (S): 0.417, atom 5 (S): 0.336


Entry from OMol25: a cluster of 2 separate species, C3H3NS3 in total at a distorted geometry (ωB97M-V/def2-TZVPD).

LUMO: 0.0 eV
HOMO level: -7.35 eV

```
! wB97M-V def2-TZVPD RIJCOSX def2/J DEFGRID3
* xyz 0 1
C 1.492 -0.411 0.798
C 0.995 0.307 -0.138
C -2.290 -0.431 0.562
N 0.731 0.545 -1.433
S -2.102 0.257 -0.791
S 0.792 1.107 1.539
S -2.567 -1.085 1.927
H 2.209 -1.200 0.918
H 0.612 -0.381 -1.755
H 0.128 1.292 -1.625
*
```

Atom charges from the natural (NBO) analysis, given in e for atoms 1 to 5: atom 1 (C): -0.406, atom 2 (C): 0.151, atom 3 (C): -0.373, atom 4 (N): -0.799, atom 5 (S): 0.146


Entry from OMol25: a structure of composition C3H3NiO2 at a distorted geometry (ωB97M-V/def2-TZVPD).

LUMO (alpha / beta): -10.9 / -13.4 eV
HOMO level (alpha / beta): -19.49 / -18.65 eV

```
! wB97M-V def2-TZVPD RIJCOSX def2/J DEFGRID3
* xyz 2 4
C -2.669 1.233 0.295
C -1.867 2.048 -0.432
H -3.000 1.164 1.331
H -1.248 2.806 0.070
H -1.993 2.155 -1.516
O -1.066 -0.532 0.249
C -0.212 -0.012 -0.384
Ni 2.298 0.158 -1.972
O 0.873 -0.012 -0.853
*
```

Atom charges from the natural (NBO) analysis, given in e for atoms 1 to 5: atom 1 (C): 0.342, atom 2 (C): -0.222, atom 3 (H): 0.251, atom 4 (H): 0.273, atom 5 (H): 0.277